(1)
20
Properties=species:S:1:pos:R:3:forces:R:3:mulliken_charge:R:1 method="wB97M-V/def2-TZVPD" homo_ev=-8.54 multiplicity=1 gap_ev=9.2 lumo_ev=0.69
C -2.24979 0.09272 0.72973 0.035 0.151 0.083 -0.74
S -1.93715 1.11879 -0.72905 -0.088 0.054 0.122 -0.10
S -0.99438 2.71631 0.16804 -0.085 0.067 -0.269 -0.07
C 0.63639 2.73168 -0.63010 -0.018 -0.019 0.527 -0.78
H -1.31950 -0.23045 1.18426 0.109 -0.108 0.000 0.17
H -2.81886 0.67391 1.45030 -0.070 -0.058 0.023 0.37
H -2.83191 -0.77555 0.42631 -0.003 0.006 -0.084 0.30
H 0.54236 2.53811 -1.69330 0.057 0.014 -0.023 0.28
H 1.00908 3.73825 -0.45571 0.026 0.121 -0.167 0.34
H 1.31819 2.04216 -0.13858 0.013 -0.072 -0.173 0.25
C 1.44372 -0.69044 -0.06810 -0.061 0.088 0.461 0.52
O 2.10703 -0.44116 1.17772 -0.027 0.054 -0.170 -0.54
C 0.89488 -2.07878 -0.12198 0.292 0.116 0.057 -0.30
C -0.25276 -2.45233 -0.65981 0.214 -0.226 0.130 -0.70
H 2.20848 -0.57044 -0.83350 0.048 0.084 -0.068 0.36
H 0.66642 0.06310 -0.21743 -0.040 -0.186 -0.271 -0.49
H 1.43083 -0.40137 1.86051 0.025 -0.022 0.071 0.34
H 1.55854 -2.81784 0.31651 -0.006 -0.088 -0.041 0.32
H -0.46924 -3.51219 -0.66760 -0.366 0.055 -0.123 0.24
H -0.94234 -1.74448 -1.09824 -0.054 -0.034 -0.086 0.24

***

(2)
20
Properties=species:S:1:pos:R:3:forces:R:3:mulliken_charge:R:1 method="wB97M-V/def2-TZVPD" homo_ev="-12.91 / -12.89" multiplicity=2 total_charge=+1 s2=0.75 gap_ev="8.1 / 4.1" lumo_ev="-4.86 / -8.78"
C -1.03029 -1.45403 -0.88284 -0.473 -0.281 0.394 0.17
O -0.78877 -2.31759 0.22569 0.096 0.169 0.020 -0.52
C -2.11011 -2.02481 -1.73781 0.222 -0.370 0.011 -0.21
C -3.14319 -1.35067 -2.19824 -0.246 0.095 0.015 -0.79
H -0.12748 -1.38741 -1.49661 0.191 0.289 -0.010 0.28
H -1.37548 -0.47906 -0.49812 0.260 0.120 -0.271 0.03
H 0.13460 -2.24791 0.48423 -0.012 -0.188 -0.025 0.26
H -1.98469 -3.07023 -1.99703 0.101 -0.002 -0.070 0.31
H -3.84125 -1.82567 -2.87196 -0.125 0.081 0.029 0.27
H -3.34116 -0.32888 -1.89837 0.021 0.088 -0.102 0.22
C 0.96495 0.63417 3.18353 0.357 -0.177 -0.466 -1.16
C 0.65431 1.40413 1.90516 0.316 0.267 0.375 -0.31
S 1.40610 0.55489 0.50669 -0.652 0.267 -0.624 0.27
S 0.99768 1.84567 -1.01524 -0.171 -0.153 0.644 0.01
H 2.03154 0.68981 3.38649 0.052 0.078 0.195 0.36
H 0.71677 -0.41870 3.06662 -0.195 -0.066 0.105 0.36
H 0.41756 1.03683 4.02736 -0.113 0.118 0.023 0.34
H 1.02732 2.43315 1.91369 -0.036 0.000 0.041 0.46
H -0.40658 1.44331 1.63965 0.004 -0.095 0.020 0.39
H 0.09382 1.01967 -1.59113 0.402 -0.239 -0.305 0.27

***

(3)
19
Properties=species:S:1:pos:R:3:forces:R:3:mulliken_charge:R:1 method="wB97M-V/def2-TZVPD" homo_ev="-8.10 / -7.12" multiplicity=1 gap_ev="8.1 / 7.3" lumo_ev="0.03 / 0.14"
C 1.98600 -0.80987 0.01330 -0.171 -0.474 0.099 0.10
C 1.47793 0.35947 -0.26712 -0.552 -0.141 -0.215 -0.09
C 1.21799 -2.09562 0.04456 -0.057 -0.007 -0.024 -0.96
C 2.03471 1.71344 -0.40718 -0.226 0.178 -0.091 -1.10
C -2.71382 0.69189 1.29361 -0.005 0.485 0.417 -0.59
O -2.63888 -0.21586 0.24189 -0.386 -0.489 -0.021 -0.15
Si -1.76393 -0.14059 -1.12021 1.637 0.156 0.747 0.28
H 3.05012 -0.92931 0.25136 -0.030 0.344 -0.058 0.33
H 0.15108 -1.88441 -0.04058 0.054 -0.106 0.042 0.11
H 1.51194 -2.73572 -0.78751 0.015 -0.103 -0.036 0.27
H 1.40999 -2.64134 0.96719 -0.035 -0.081 0.067 0.32
H 1.45052 2.43453 0.16542 0.057 0.074 -0.017 0.28
H 3.07384 1.75802 -0.05966 -0.012 -0.078 0.008 0.34
H 2.00950 2.01750 -1.45454 0.021 0.109 0.008 0.28
H -3.19306 1.62041 0.97279 -0.027 0.041 0.063 0.26
H -1.71747 0.92634 1.67340 0.049 0.030 0.094 0.28
H -3.30557 0.24291 2.09168 0.030 0.072 -0.001 0.24
H -1.94081 1.10050 -1.85933 -0.308 0.312 -0.425 -0.10
H -2.10007 -1.41230 -1.71909 -0.053 -0.322 -0.658 -0.10

***

(4)
18
Properties=species:S:1:pos:R:3:forces:R:3:mulliken_charge:R:1 method="wB97M-V/def2-TZVPD" homo_ev=-8.80 multiplicity=1 gap_ev=9.7 lumo_ev=0.89
C 1.13996 -0.80646 -0.09081 -1.859 -1.342 0.564 -0.06
C 0.94262 0.08150 0.84040 2.570 2.283 0.605 -0.25
C 0.26967 -1.99723 -0.10971 0.737 -1.336 1.945 -1.46
C 2.01370 1.24926 0.91400 -0.150 -2.719 -0.245 -0.95
C -2.42540 0.35198 -0.63660 1.354 -0.680 2.712 -0.64
S -1.09566 1.61320 -0.58480 0.950 -2.035 1.376 -0.08
H 1.72620 -0.78437 -0.96707 1.559 0.532 -0.298 0.33
H 0.03128 -0.01294 1.41628 0.397 0.200 0.665 0.50
H -0.68454 -1.93896 0.36358 -0.563 0.595 1.047 0.33
H 0.78051 -2.86137 0.44201 -0.580 0.731 -1.507 0.29
H -0.01726 -2.10210 -1.09293 -0.212 -1.571 -2.466 0.49
H 2.93395 0.80007 0.42575 -0.981 0.818 0.640 0.26
H 1.62619 2.00802 0.30567 -0.288 1.500 -0.870 0.20
H 2.28420 1.65476 1.88121 -0.207 -0.196 0.269 0.33
H -2.92397 0.36430 -1.52911 -1.153 0.040 -2.372 0.39
H -1.85801 -0.61761 -0.54659 -0.791 1.060 -0.100 0.00
H -3.17965 0.40754 0.18929 0.861 0.179 -0.561 0.26
H -1.56378 2.59041 -1.22057 -1.644 1.940 -1.403 0.05

***

(5)
18
Properties=species:S:1:pos:R:3:forces:R:3:mulliken_charge:R:1 method="wB97M-V/def2-TZVPD" homo_ev=-9.00 multiplicity=1 gap_ev=9.9 lumo_ev=0.88
C -2.21806 0.40772 -0.45108 -0.980 1.135 -0.351 -1.04
C -1.24673 -0.14742 0.53914 -0.493 -0.562 0.965 -0.24
S -2.26107 -0.60973 2.06507 0.647 -0.089 -0.215 -0.25
H -3.00526 -0.33798 -0.59364 0.125 0.042 -0.160 0.32
H -1.82363 0.67128 -1.43567 0.361 -0.149 0.115 0.32
H -2.73559 1.30243 -0.08207 0.131 -0.157 0.033 0.34
H -0.64414 -0.86287 -0.01929 -0.219 -0.657 0.846 0.13
H -0.55829 0.46556 1.11363 0.125 0.749 -0.864 0.26
H -2.58929 -1.89074 1.91938 0.029 -0.257 -0.385 0.12
C 2.07370 -0.86841 0.26456 1.766 -0.834 0.594 -0.93
C 1.80562 0.15666 -0.78471 -0.478 0.120 0.187 0.05
C 1.74548 1.49766 -0.72088 0.363 -0.475 -1.698 -0.67
H 2.61956 -0.54887 1.15773 -0.670 0.695 0.103 0.30
H 1.15191 -1.38002 0.53078 -0.176 0.371 0.297 0.18
H 2.71566 -1.73173 0.04481 -0.009 0.189 -1.074 0.35
H 1.40206 -0.24658 -1.71306 -0.647 -0.209 0.362 0.25
H 1.10186 1.91829 -1.49627 0.549 0.216 -0.147 0.22
H 2.46620 2.20477 -0.33844 -0.423 -0.128 1.390 0.29

***

(6)
18
Properties=species:S:1:pos:R:3:forces:R:3:mulliken_charge:R:1 method="wB97M-V/def2-TZVPD" homo_ev=-9.01 multiplicity=1 gap_ev=9.8 lumo_ev=0.81
C -5.42461 0.74599 -0.23006 0.413 0.167 -2.235 -0.92
C -4.76120 0.70827 1.16381 -0.816 0.548 2.449 -0.30
S -3.11983 -0.11180 0.95336 0.458 2.037 -1.049 -0.26
H -5.01624 -0.06527 -0.90716 -0.075 0.672 1.086 0.31
H -5.10857 1.70043 -0.87835 -1.268 -1.767 1.728 0.24
H -6.51032 0.44745 -0.24923 0.833 1.223 0.253 0.29
H -4.52102 1.76605 1.64769 -0.555 -2.107 -1.397 0.24
H -5.45225 0.22081 2.01318 1.657 0.706 -2.118 0.28
H -3.07779 -1.18973 1.63846 -0.645 -1.479 1.283 0.10
C 3.78201 -0.73372 0.03218 1.378 -1.160 1.577 -0.88
C 4.87398 0.01604 -0.71678 -0.808 2.597 -0.604 0.07
C 5.94857 -0.46286 -1.32769 1.737 0.500 -0.146 -0.63
H 4.32272 -1.15887 0.97642 -1.394 0.673 -1.330 0.21
H 2.80781 -0.29346 0.29358 0.904 0.822 0.111 0.30
H 3.42402 -1.59252 -0.52327 0.484 -0.408 -0.346 0.27
H 4.84591 1.17706 -0.82632 -0.702 -2.126 0.262 0.20
H 6.59352 0.29190 -1.90542 -0.869 -1.408 1.040 0.20
H 6.39328 -1.46577 -1.15441 -0.732 0.511 -0.564 0.26

***

(7)
20
Properties=species:S:1:pos:R:3:forces:R:3:mulliken_charge:R:1 method="wB97M-V/def2-TZVPD" homo_ev="-8.21 / -7.41" multiplicity=1 gap_ev="8.3 / 7.1" lumo_ev="0.09 / -0.27"
C -0.56845 0.44953 1.85894 -1.697 -0.162 -3.395 -1.44
C -0.70644 0.13810 -1.98389 1.406 -1.807 -1.622 -1.71
C 2.29291 0.59198 -0.28513 1.394 0.737 -1.571 -0.69
C -1.23771 0.35829 0.44920 -0.937 1.499 0.619 -0.49
C -0.42354 -0.22571 -0.61463 1.813 -1.557 0.893 0.79
S 3.00082 -0.45615 0.93913 -0.294 0.296 -0.659 -0.10
S -2.81186 -0.60831 0.62535 -1.552 2.360 -0.302 -0.11
S 0.18771 -1.84812 -0.15600 -0.088 0.308 -0.757 -0.14
H -1.21489 1.06656 2.38365 -0.721 1.121 1.585 0.40
H 0.39944 0.78468 1.70117 1.785 0.784 0.264 0.17
H -0.67156 -0.54585 2.10159 0.540 -1.987 1.728 0.55
H -0.60236 -0.55612 -2.83131 0.727 -0.472 0.768 0.37
H -0.26204 1.00980 -2.31118 1.561 2.046 -0.419 0.40
H -1.67679 0.36520 -2.11220 -4.013 0.826 0.128 0.52
H 2.71294 0.41194 -1.34183 -0.797 -0.112 1.643 0.30
H 2.37358 1.68378 -0.09409 -0.625 -0.738 0.184 0.35
H -1.67390 1.37103 0.16057 0.778 -1.176 0.045 0.44
H 2.00188 -0.26368 1.80200 0.164 -0.078 0.384 0.13
H -2.36568 -1.79193 0.71875 1.108 -2.022 0.178 0.11
H 1.24596 -1.93504 -1.01009 -0.555 0.132 0.306 0.15

***

(8)
19
Properties=species:S:1:pos:R:3:forces:R:3:mulliken_charge:R:1 method="wB97M-V/def2-TZVPD" homo_ev=-8.64 multiplicity=1 gap_ev=8.8 lumo_ev=0.19
C 1.22686 -1.45006 2.12368 -0.785 -0.138 -3.379 -0.68
C 0.80176 -1.35646 -0.03745 0.245 0.066 3.176 -0.42
C -0.20260 0.33368 -2.30875 -0.070 -0.009 0.686 -1.06
C 0.59100 1.76219 0.33506 -0.306 -0.487 -0.257 -1.11
C -1.96322 -0.07951 0.27246 0.629 0.094 -0.207 -1.00
Si -0.20881 0.19015 -0.40719 -0.035 0.124 -0.076 0.26
S 0.28439 -2.58259 1.15850 0.032 0.041 0.053 -0.10
H 2.28986 -1.58241 2.18803 0.243 -0.012 0.109 0.32
H 0.73889 -0.60548 2.56968 -0.105 0.206 0.167 0.33
H 1.75452 -1.58897 -0.48743 0.210 0.020 -0.121 0.52
H 0.78478 0.60543 -2.66993 0.209 0.033 -0.020 0.32
H -0.48690 -0.59819 -2.78657 -0.080 -0.198 -0.030 0.30
H -0.89360 1.10102 -2.64222 -0.153 0.191 -0.049 0.32
H 1.21578 2.26283 -0.39842 0.122 0.054 -0.164 0.34
H -0.16523 2.47298 0.65513 -0.190 0.125 0.018 0.35
H 1.21500 1.53720 1.19480 0.038 -0.125 0.108 0.34
H -2.63909 0.71121 -0.03887 -0.049 0.208 -0.107 0.32
H -2.36883 -1.02305 -0.07885 -0.029 -0.178 -0.088 0.33
H -1.97457 -0.10996 1.35834 0.073 -0.015 0.181 0.31

***

(9)
27
Properties=species:S:1:pos:R:3:forces:R:3:mulliken_charge:R:1 method="wB97M-V/def2-TZVPD" homo_ev="-15.79 / -15.74" multiplicity=3 total_charge=+2 s2=2.42 gap_ev="6.1 / 5.3" lumo_ev="-9.73 / -10.41"
I 2.69137 2.17469 -1.81223 0.089 0.157 0.219 0.12
I 1.63268 -2.68814 -1.22000 0.451 -0.011 0.139 0.16
Au 1.38642 0.08012 -0.06773 -2.427 -0.151 -1.402 0.80
P -0.40090 -0.04291 -1.82121 -0.799 0.156 -0.244 0.19
C 0.42856 0.05027 -3.42064 0.374 0.109 0.172 -0.80
C -1.52524 -1.44367 -1.89999 0.158 -0.632 0.154 -0.92
H -2.17789 1.38580 -0.90521 0.220 -0.232 -0.298 0.42
H -2.04670 1.39765 -2.69074 -0.088 -0.073 -0.198 0.43
H -0.90383 2.30445 -1.70761 0.090 0.127 -0.056 0.34
C -1.49027 1.39022 -1.75675 0.256 0.487 0.411 -1.04
H -2.25692 -1.45826 -1.08853 0.143 0.237 -0.257 0.37
H -2.00771 -1.35309 -2.87415 -0.165 0.047 -0.036 0.38
H -0.40719 0.10425 -4.12118 0.165 -0.028 -0.293 0.43
H 1.05574 -0.83513 -3.59138 -0.262 0.247 -0.088 0.33
H -0.98609 -2.39218 -1.88030 -0.186 0.147 -0.095 0.35
H 1.05717 0.95887 -3.45580 -0.557 -0.605 -0.223 0.22
C 3.23456 0.34640 0.34166 5.755 -0.484 2.952 0.08
O 4.30313 0.24626 0.77072 -3.444 0.549 -1.796 -0.16
Cl -0.83815 -0.14584 0.81916 0.249 -0.042 0.802 -0.47
N -0.36948 -1.13611 4.12422 1.577 0.288 -0.314 -0.32
C 0.28649 -0.01331 3.81213 -3.511 0.213 1.121 0.53
N -0.38535 1.11742 4.09413 1.335 -0.637 -0.052 -0.33
S 1.81336 -0.02395 3.08370 0.920 -0.026 -0.553 -0.07
H -1.16743 -1.11947 4.74982 0.040 -0.312 -0.276 0.24
H 0.10907 -1.98899 3.87306 -0.351 -0.295 0.387 0.25
H 0.08001 1.96810 3.84187 -0.080 0.519 0.262 0.25
H -1.11542 1.11656 4.80295 0.048 0.245 -0.437 0.24

***

(10)
21
Properties=species:S:1:pos:R:3:forces:R:3:mulliken_charge:R:1 method="wB97M-V/def2-TZVPD" homo_ev="-7.67 / -6.88" multiplicity=1 gap_ev="8.2 / 7.1" lumo_ev="0.50 / 0.25"
B -0.23584 1.73253 -0.37530 0.296 -3.598 1.009 0.04
C -2.78561 -0.40882 1.20659 -0.462 2.924 -0.494 -0.46
C -3.23104 0.09946 -0.13659 -1.017 -1.907 0.675 -0.42
C 2.27003 -0.55361 0.97421 0.906 2.485 -1.858 -1.30
C 1.91438 -0.71710 -1.43647 -1.177 -0.289 -2.261 -1.43
C 1.26616 -0.16938 -0.21647 3.081 -0.408 3.827 0.79
N -1.90759 -0.34462 0.07425 2.683 1.738 -0.844 -0.48
N 1.03565 1.30077 -0.24112 -0.308 -0.876 -0.007 -0.15
H -0.75915 2.61726 -0.71849 -1.670 2.590 -0.582 -0.02
H -2.89534 0.28987 2.04308 0.709 0.127 -0.263 0.18
H -3.06779 -1.35030 1.46592 -0.681 -2.775 0.754 0.29
H -3.91948 -0.51767 -0.69179 0.055 -0.535 -0.453 0.20
H -3.54862 1.08510 -0.21444 0.037 2.083 0.012 0.23
H 3.06454 -1.12686 0.51993 0.370 -0.167 0.092 0.36
H 2.75542 0.34342 1.44772 -0.593 -0.767 -0.290 0.30
H 1.83519 -1.15677 1.68193 -1.196 -1.153 1.881 0.34
H 2.99577 -0.49688 -1.56515 -0.706 -0.160 0.325 0.36
H 1.35201 -0.11417 -2.14519 0.374 -0.375 -1.289 0.41
H 1.67768 -1.81271 -1.68342 0.450 1.588 0.750 0.31
H 0.35233 -0.61268 0.09097 -1.035 -0.314 -0.630 0.22
H 1.83129 1.91318 -0.08016 -0.116 -0.213 -0.353 0.26

***

> The highest multiplicity belongs to which entry?

C5H13AuClI2N2OPS

***

> What is the multiplicity in the tenth record?

1

***

Please write out number 5 again, unchanged.
18
Properties=species:S:1:pos:R:3:forces:R:3:mulliken_charge:R:1 method="wB97M-V/def2-TZVPD" homo_ev=-9.00 multiplicity=1 gap_ev=9.9 lumo_ev=0.88
C -2.21806 0.40772 -0.45108 -0.980 1.135 -0.351 -1.04
C -1.24673 -0.14742 0.53914 -0.493 -0.562 0.965 -0.24
S -2.26107 -0.60973 2.06507 0.647 -0.089 -0.215 -0.25
H -3.00526 -0.33798 -0.59364 0.125 0.042 -0.160 0.32
H -1.82363 0.67128 -1.43567 0.361 -0.149 0.115 0.32
H -2.73559 1.30243 -0.08207 0.131 -0.157 0.033 0.34
H -0.64414 -0.86287 -0.01929 -0.219 -0.657 0.846 0.13
H -0.55829 0.46556 1.11363 0.125 0.749 -0.864 0.26
H -2.58929 -1.89074 1.91938 0.029 -0.257 -0.385 0.12
C 2.07370 -0.86841 0.26456 1.766 -0.834 0.594 -0.93
C 1.80562 0.15666 -0.78471 -0.478 0.120 0.187 0.05
C 1.74548 1.49766 -0.72088 0.363 -0.475 -1.698 -0.67
H 2.61956 -0.54887 1.15773 -0.670 0.695 0.103 0.30
H 1.15191 -1.38002 0.53078 -0.176 0.371 0.297 0.18
H 2.71566 -1.73173 0.04481 -0.009 0.189 -1.074 0.35
H 1.40206 -0.24658 -1.71306 -0.647 -0.209 0.362 0.25
H 1.10186 1.91829 -1.49627 0.549 0.216 -0.147 0.22
H 2.46620 2.20477 -0.33844 -0.423 -0.128 1.390 0.29